The following is a DFT calculation (ωB97M-V/def2-TZVPD) of a 2-piece molecular cluster, CH9P5 overall in a non-equilibrium geometry.

Last column: Mulliken charge in e.
CARTESIAN COORDINATES (ANGSTROEM)
C (-2.0867, 1.7426, 0.3860)  -0.9199
P (-1.7398, -1.9840, -0.2661)  -0.1180
P (1.2769, 1.6703, 0.0726)  -0.1762
P (2.7954, -1.2682, 0.3708)  -0.1490
P (-0.4643, -0.8663, 0.9305)  -0.0113
P (1.0669, -0.3930, -0.5452)  0.0243
H (-1.7533, 2.6980, -0.0178)  0.3360
H (-2.7845, 1.6321, 1.2620)  0.2564
H (-2.0988, 0.8922, -0.3385)  0.3230
H (-2.7324, -2.0509, 0.7278)  0.0754
H (-1.1783, -3.1181, 0.0390)  0.0570
H (2.5879, 1.9850, -0.4583)  0.0738
H (0.7778, 2.0964, -1.2691)  0.0907
H (3.6360, -0.6101, -0.5915)  0.0757
H (2.6970, -2.4260, -0.3022)  0.0621

Output
- E_LUMO (alpha / beta) (eV) = -0.2 / -1.4
- energy relative to the best compared isomer or geometry (same formula, charge and spin) (kcal/mol) = 51.8
- HOMO (alpha / beta) (eV) = -7.96 / -7.91
- net charge = 0
- orbital gap (alpha / beta) (eV) = 7.7750 / 6.5253